1.
94
Properties=species:S:1:pos:R:3:mulliken_charge:R:1 method="wB97M-V/def2-TZVPD" e_above_lowest_kj_mol=243.1 charge=+2 spin_multiplicity=2
Ir -1.242 -0.856 -0.707 2.947
C -1.814 -4.212 2.167 -1.084
C -3.199 -4.253 2.283 -0.574
C -3.962 -3.476 1.432 -0.966
C -3.332 -2.646 0.504 0.954
N -1.986 -2.565 0.453 0.204
C -1.257 -3.356 1.237 -0.088
C -4.020 -1.817 -0.480 0.913
C -5.356 -2.030 -0.818 -0.919
C -5.970 -1.249 -1.776 -0.871
C -5.266 -0.223 -2.387 -0.935
C -3.936 -0.003 -2.061 -0.320
C -3.275 -0.801 -1.130 -0.246
H -1.184 -4.816 2.799 0.457
H -3.666 -4.880 3.026 0.490
H -5.038 -3.498 1.492 0.406
H -0.183 -3.313 1.106 0.577
H -5.905 -2.830 -0.345 0.377
H -6.990 -1.446 -2.061 0.419
H -5.735 0.400 -3.133 0.472
H -3.416 0.790 -2.579 0.385
C 0.531 5.106 4.861 -0.961
O 0.558 4.230 3.746 -0.361
C 1.515 4.370 2.806 0.703
C 2.556 5.292 2.839 -0.400
C 3.479 5.334 1.810 -0.800
C 3.379 4.459 0.732 -1.158
C 2.350 3.540 0.679 0.155
C 1.405 3.483 1.699 -0.122
N 0.387 2.545 1.744 0.327
C -0.131 1.792 0.723 -0.237
N -0.146 2.391 -0.486 -0.009
C -0.480 1.935 -1.753 1.231
C -0.898 0.633 -2.075 -1.441
C -1.077 0.343 -3.431 -0.804
C -0.869 1.291 -4.422 -1.208
C -0.527 2.591 -4.093 -0.699
C -0.339 2.936 -2.766 1.561
O 0.011 4.168 -2.318 -0.443
C -0.140 5.314 -3.142 -0.835
N -0.567 0.587 0.941 -0.074
C -0.611 0.059 2.238 -0.502
C 0.205 -1.005 2.601 -0.088
C 0.129 -1.535 3.876 -0.946
C -0.794 -1.021 4.775 -1.006
C -1.615 0.043 4.434 -0.652
C -1.521 0.610 3.170 0.641
O -2.197 1.702 2.724 -0.155
C -3.205 2.268 3.536 -0.968
H -0.380 4.856 5.404 0.226
H 0.489 6.151 4.545 0.397
H 1.396 4.951 5.511 0.388
H 2.651 5.972 3.668 0.452
H 4.291 6.040 1.852 0.414
H 4.113 4.483 -0.056 0.448
H 2.300 2.833 -0.133 0.469
H 0.039 2.352 2.676 0.365
H 0.125 3.373 -0.493 0.486
H -1.395 -0.647 -3.730 0.507
H -0.991 1.022 -5.459 0.468
H -0.397 3.315 -4.879 0.292
H 0.203 5.147 -4.162 0.320
H 0.470 6.092 -2.683 0.265
H -1.189 5.623 -3.156 0.360
H 0.901 -1.391 1.871 0.701
H 0.785 -2.334 4.181 0.534
H -0.873 -1.451 5.761 0.452
H -2.316 0.430 5.157 0.540
H -3.605 3.092 2.951 0.255
H -2.802 2.652 4.477 0.324
H -4.000 1.545 3.733 0.353
C 6.221 -4.678 -2.674 -1.480
C 4.852 -4.136 -2.487 0.653
C 3.727 -4.778 -3.013 -0.906
C 2.448 -4.287 -2.836 0.962
C 1.290 -4.960 -3.491 -1.807
C 2.243 -3.114 -2.020 0.292
C 0.936 -2.759 -1.662 -0.082
O 0.600 -1.786 -0.871 -1.050
C 3.401 -2.395 -1.573 1.285
C 3.262 -1.088 -0.868 -1.414
C 4.656 -2.927 -1.796 -1.015
H 6.210 -5.602 -3.246 0.370
H 6.685 -4.871 -1.706 0.357
H 6.854 -3.952 -3.188 0.367
H 3.868 -5.685 -3.582 0.354
H 1.627 -5.725 -4.186 0.391
H 0.690 -4.237 -4.044 0.394
H 0.650 -5.441 -2.748 0.355
H 0.129 -3.392 -2.034 0.344
H 2.622 -0.418 -1.442 0.225
H 4.231 -0.619 -0.725 0.440
H 2.800 -1.231 0.108 0.155
H 5.525 -2.403 -1.424 0.452

***

2.
174
Properties=species:S:1:pos:R:3:mulliken_charge:R:1 method="wB97M-V/def2-TZVPD" charge=0 total_energy_ev=-250985.37974 smiles="CCP(C)[C@]1(F)OS(=O)(=O)[C@@](CCCCCCCC[Si](C)(C)c2ccccc2)(CC(=O)Br)C[C@H]1COC(C)=O.O=C1OC[C@@H](F)O1.O=C1OC[C@@H](F)O1.O=C1OC[C@@H](F)O1.O=C1OC[C@@H](F)O1.O=C1OC[C@@H](F)O1.O=C1OC[C@@H](F)O1.O=C1OC[C@@H](F)O1.O=C1OC[C@@H](F)O1.O=C1OC[C@@H](F)O1"
C -0.176 1.662 5.315 -0.302
C -1.600 1.118 4.823 -0.557
P -1.465 0.791 2.981 0.016
C -1.096 2.452 2.114 -0.859
C -3.212 0.200 2.448 0.974
F -4.122 1.186 2.924 -0.408
O -3.450 -1.003 3.202 -0.499
S -4.777 -1.816 2.572 1.415
O -5.071 -2.965 3.462 -0.726
O -5.994 -0.993 2.502 -0.660
C -4.214 -2.468 0.950 1.185
C -3.581 -3.922 0.995 -1.579
C -2.498 -4.172 2.128 -0.882
C -0.980 -4.063 1.636 -0.507
C -0.305 -2.848 2.444 1.175
C 0.498 -3.336 3.732 -0.995
C 1.875 -4.007 3.310 -0.603
C 2.916 -2.972 2.695 -0.318
C 3.940 -3.763 1.744 -0.481
Si 4.487 -2.741 0.235 -0.069
C 2.980 -1.980 -0.716 -0.913
C 5.378 -3.909 -1.005 -0.922
C 5.573 -1.216 0.701 0.900
C 5.982 -0.359 -0.481 -0.555
C 6.779 0.872 -0.259 -0.481
C 7.171 1.244 1.129 -0.510
C 6.783 0.402 2.299 -0.522
C 5.953 -0.886 2.112 -0.062
C -5.538 -2.565 0.038 -0.714
C -5.340 -3.480 -1.224 0.419
O -4.571 -3.274 -2.127 -0.467
Br -6.443 -5.148 -1.343 -0.219
C -3.116 -1.482 0.357 -1.065
C -3.185 0.024 0.872 0.179
C -4.357 0.776 0.101 -1.057
O -4.354 2.209 0.258 -0.318
C -3.764 2.881 -0.806 0.633
C -2.612 2.338 -1.729 -0.821
O -4.154 4.028 -1.016 -0.612
H 0.460 1.918 4.409 0.380
H 0.364 0.817 5.836 0.371
H -0.342 2.541 6.003 -0.503
H -1.895 0.173 5.372 0.368
H -2.393 1.896 5.058 0.353
H -2.102 2.813 1.717 0.148
H -0.666 3.206 2.827 0.551
H -0.454 2.296 1.191 0.248
H -3.079 -4.188 0.009 0.399
H -4.436 -4.643 1.194 0.582
H -2.644 -5.246 2.477 0.487
H -2.604 -3.537 3.048 0.394
H -0.443 -4.991 1.996 0.306
H -0.910 -3.928 0.516 0.363
H -1.052 -2.074 2.776 -1.015
H 0.408 -2.354 1.712 0.037
H 0.665 -2.466 4.449 0.235
H -0.152 -4.073 4.306 0.332
H 2.312 -4.505 4.236 0.403
H 1.618 -4.838 2.579 0.222
H 3.521 -2.575 3.569 0.233
H 2.435 -2.087 2.191 0.224
H 4.840 -4.097 2.346 0.299
H 3.382 -4.668 1.331 0.390
H 2.180 -2.737 -0.943 0.255
H 3.398 -1.474 -1.643 0.298
H 2.619 -1.134 -0.048 0.242
H 6.201 -4.523 -0.516 0.290
H 5.809 -3.293 -1.843 0.258
H 4.585 -4.621 -1.406 0.253
H 5.672 -0.661 -1.524 0.112
H 7.040 1.510 -1.142 0.353
H 7.761 2.193 1.252 0.313
H 7.092 0.732 3.323 0.345
H 5.605 -1.540 2.957 0.175
H -6.325 -3.052 0.693 0.710
H -5.935 -1.561 -0.275 0.227
H -2.055 -1.875 0.452 -0.143
H -3.306 -1.439 -0.766 0.652
H -2.222 0.516 0.514 0.172
H -5.368 0.418 0.482 0.120
H -4.325 0.433 -0.984 0.477
H -1.877 3.195 -1.850 0.343
H -2.023 1.478 -1.309 0.245
H -3.038 2.121 -2.748 0.309
O -8.051 -11.192 -3.504 -0.494
C -7.952 -10.303 -2.721 0.551
O -8.976 -9.478 -2.364 -0.317
C -8.489 -8.646 -1.317 -0.320
C -7.008 -8.683 -1.545 0.334
F -6.330 -8.578 -0.375 -0.279
O -6.795 -9.976 -2.072 -0.293
H -8.775 -9.071 -0.352 0.308
H -8.898 -7.639 -1.392 0.211
H -6.642 -7.934 -2.252 0.265
O 11.253 0.737 1.300 -0.523
C 11.189 1.074 0.159 0.554
O 12.216 0.963 -0.730 -0.326
C 11.702 1.342 -2.002 -0.441
C 10.532 2.201 -1.629 0.263
F 9.543 2.104 -2.547 -0.307
O 10.083 1.623 -0.418 -0.140
H 11.406 0.447 -2.556 0.282
H 12.448 1.883 -2.583 0.284
H 10.781 3.252 -1.464 0.348
O 0.249 -6.029 -0.225 -0.532
C -0.597 -6.655 -0.779 0.660
O -1.614 -6.097 -1.497 -0.281
C -2.326 -7.170 -2.105 -0.306
C -1.989 -8.324 -1.209 0.374
F -1.951 -9.486 -1.902 -0.298
O -0.679 -8.016 -0.770 -0.311
H -1.966 -7.312 -3.126 0.285
H -3.396 -6.964 -2.135 0.117
H -2.649 -8.432 -0.344 0.287
O -6.076 8.838 -4.580 -0.541
C -5.909 7.725 -4.186 0.602
O -5.191 7.408 -3.076 -0.287
C -5.342 6.005 -2.873 -0.164
C -5.693 5.523 -4.247 0.298
F -6.518 4.445 -4.192 -0.225
O -6.409 6.612 -4.796 -0.331
H -6.140 5.826 -2.148 0.235
H -4.424 5.561 -2.498 0.188
H -4.830 5.295 -4.878 0.286
O 0.475 10.904 -4.944 -0.496
C -0.621 10.450 -5.035 0.568
O -1.702 11.144 -5.485 -0.314
C -2.782 10.218 -5.568 -0.413
C -2.364 9.156 -4.597 0.409
F -2.811 7.935 -4.985 -0.300
O -0.953 9.171 -4.692 -0.318
H -2.862 9.843 -6.592 0.293
H -3.725 10.688 -5.292 0.252
H -2.665 9.348 -3.564 0.300
O 0.895 4.156 6.769 -0.498
C -0.055 4.522 7.385 0.626
O -1.025 5.336 6.883 -0.307
C -2.041 5.427 7.877 -0.381
C -1.290 5.097 9.132 0.266
F -2.087 4.467 10.027 -0.286
O -0.305 4.186 8.683 -0.293
H -2.831 4.704 7.658 0.269
H -2.477 6.426 7.902 0.270
H -0.807 5.954 9.607 0.303
O -10.252 1.045 -7.989 -0.495
C -9.731 1.383 -6.976 0.595
O -9.877 2.615 -6.412 -0.320
C -9.211 2.574 -5.155 -0.224
C -8.229 1.459 -5.350 0.401
F -7.996 0.801 -4.186 -0.281
O -8.905 0.588 -6.233 -0.331
H -9.937 2.361 -4.366 0.281
H -8.725 3.524 -4.937 0.107
H -7.279 1.769 -5.794 0.272
O 9.484 5.161 -2.860 -0.490
C 8.731 5.089 -3.781 0.623
O 7.782 4.121 -3.926 -0.250
C 7.015 4.468 -5.074 -0.404
C 7.965 5.334 -5.844 0.297
F 7.301 6.285 -6.544 -0.286
O 8.717 5.964 -4.827 -0.309
H 6.116 5.005 -4.761 0.277
H 6.717 3.579 -5.630 0.262
H 8.635 4.786 -6.511 0.283
O 6.912 -2.715 5.058 -0.500
C 8.077 -2.668 4.809 0.558
O 8.609 -1.952 3.780 -0.142
C 10.026 -2.056 3.907 -0.464
C 10.189 -3.316 4.697 0.380
F 11.285 -3.257 5.493 -0.296
O 9.037 -3.331 5.515 -0.329
H 10.407 -1.178 4.434 0.253
H 10.503 -2.112 2.929 0.255
H 10.222 -4.227 4.093 0.283